Molecular formula: C9H14O
Method: DFT, ωB97M-V with the def2-TZVPD basis set

Structure (XYZ):
```
24
Properties=species:S:1:pos:R:3
C -1.15 -0.94 1.04
C -0.93 0.33 0.23
C -0.87 1.61 0.78
C -0.26 2.61 0.04
C 0.28 2.36 -1.21
O 1.25 3.23 -1.65
C 0.05 1.14 -1.87
C -0.56 0.16 -1.10
H -0.61 -1.76 0.58
H -2.25 -1.06 1.11
H -1.07 -0.88 2.13
H -1.13 1.77 1.82
H -0.06 3.59 0.44
H 1.77 2.82 -2.32
H 0.21 0.95 -2.91
H -0.90 -0.75 -1.58
C 0.96 -4.37 0.74
C 0.70 -3.83 2.15
H 2.01 -4.33 0.47
H 0.45 -5.29 0.48
H 0.56 -3.65 0.01
H 0.27 -2.84 2.22
H 1.56 -3.91 2.81
H -0.09 -4.47 2.55
```

HOMO-LUMO gap (eV): 9.112
2S+1: 1
Energy above the lowest of the compared OMol25 structures with the same formula, charge and spin (kcal per mole): 28.2
Lowest unoccupied orbital energy (eV): 0.9
SMILES: Cc1ccc(O)cc1.CC
DFT total energy (Eh): -426.5279

---

Molecular formula: C9H14O
Method: DFT, ωB97M-V with the def2-TZVPD basis set

Structure (XYZ):
```
24
Properties=species:S:1:pos:R:3
C -2.89 -1.27 -1.45
C -1.95 -0.30 -0.51
C -2.01 -0.58 0.86
C -1.06 0.05 1.62
C -0.14 0.96 1.05
O 0.33 1.81 2.06
C 0.02 1.11 -0.31
C -0.95 0.48 -1.07
H -2.20 -1.85 -2.03
H -3.39 -0.57 -2.15
H -3.64 -1.85 -0.88
H -2.63 -1.37 1.27
H -0.91 -0.03 2.64
H 1.28 2.06 1.86
H 0.64 1.70 -0.85
H -0.92 0.51 -2.19
C 3.22 -0.37 -1.39
C 3.75 -1.37 -0.31
H 2.97 -0.94 -2.30
H 2.38 0.14 -1.02
H 4.06 0.21 -1.69
H 4.70 -1.68 -0.71
H 3.13 -2.20 0.05
H 4.01 -0.83 0.63
```

HOMO-LUMO gap (eV): 9.203
2S+1: 1
Energy above the lowest of the compared OMol25 structures with the same formula, charge and spin (kcal per mole): 34.4
Lowest unoccupied orbital energy (eV): 0.8
SMILES: Cc1ccc(O)cc1.CC
DFT total energy (Eh): -426.5179

---

Molecular formula: C9H14O
Method: DFT, ωB97M-V with the def2-TZVPD basis set

Structure (XYZ):
```
24
Properties=species:S:1:pos:R:3
C -1.65 -0.44 1.70
C -0.20 -0.38 1.23
C 0.68 0.63 1.51
C 2.04 0.53 1.23
C 2.54 -0.66 0.71
O 3.90 -0.71 0.44
C 1.68 -1.71 0.42
C 0.33 -1.57 0.71
H -2.03 -1.42 1.50
H -2.18 0.31 1.09
H -1.84 -0.25 2.76
H 0.30 1.56 1.95
H 2.68 1.36 1.46
H 4.31 0.06 0.83
H 2.08 -2.60 -0.02
H -0.33 -2.40 0.44
C -1.25 1.42 -1.76
C -1.90 0.48 -2.79
H -0.92 2.40 -2.11
H -1.95 1.74 -0.98
H -0.38 0.96 -1.29
H -2.60 0.91 -3.49
H -1.08 0.14 -3.42
H -2.24 -0.35 -2.13
```

HOMO-LUMO gap (eV): 9.332
2S+1: 1
Energy above the lowest of the compared OMol25 structures with the same formula, charge and spin (kcal per mole): 12.3
Lowest unoccupied orbital energy (eV): 0.9
SMILES: Cc1ccc(O)cc1.CC
DFT total energy (Eh): -426.5532

---

Molecular formula: C9H14O
Method: DFT, ωB97M-V with the def2-TZVPD basis set

Structure (XYZ):
```
24
Properties=species:S:1:pos:R:3
C -0.41 3.64 0.77
C 0.03 2.21 1.14
C 0.32 1.27 0.18
C 0.43 -0.09 0.53
C 0.42 -0.43 1.87
O 0.67 -1.73 2.22
C 0.21 0.52 2.85
C -0.15 1.81 2.47
H -1.11 3.58 -0.07
H 0.43 4.27 0.51
H -0.95 4.02 1.62
H 0.30 1.47 -0.88
H 0.57 -0.75 -0.31
H 0.86 -1.83 3.14
H 0.20 0.36 3.92
H -0.52 2.58 3.14
C 0.58 -2.84 -3.00
C -0.86 -2.35 -2.81
H 0.88 -3.50 -2.19
H 0.55 -3.47 -3.90
H 1.39 -2.11 -3.04
H -0.92 -1.28 -2.62
H -1.28 -2.88 -1.95
H -1.65 -2.48 -3.56
```

HOMO-LUMO gap (eV): 9.343
2S+1: 1
Energy above the lowest of the compared OMol25 structures with the same formula, charge and spin (kcal per mole): 18.9
Lowest unoccupied orbital energy (eV): 0.9
SMILES: Cc1ccc(O)cc1.CC
DFT total energy (Eh): -426.5427

---

Molecular formula: C9H14O
Method: DFT, ωB97M-V with the def2-TZVPD basis set

Structure (XYZ):
```
24
Properties=species:S:1:pos:R:3
C -0.28 2.72 -0.97
C 0.33 1.34 -0.92
C 1.64 1.11 -0.57
C 2.17 -0.19 -0.54
C 1.43 -1.13 -1.29
O 2.01 -2.32 -1.66
C 0.07 -0.97 -1.53
C -0.48 0.28 -1.39
H 0.28 3.31 -1.66
H -0.12 3.19 0.01
H -1.34 2.65 -1.23
H 2.20 1.97 -0.36
H 3.16 -0.47 -0.24
H 2.99 -2.26 -1.47
H -0.35 -1.89 -1.98
H -1.56 0.40 -1.48
C -2.26 -1.15 2.14
C -0.73 -0.76 2.19
H -2.80 -0.84 3.01
H -2.80 -0.77 1.27
H -2.29 -2.22 2.12
H -0.58 0.13 1.57
H -0.26 -1.65 1.81
H -0.45 -0.46 3.17
```

HOMO-LUMO gap (eV): 9.102
2S+1: 1
Energy above the lowest of the compared OMol25 structures with the same formula, charge and spin (kcal per mole): 21.9
Lowest unoccupied orbital energy (eV): 0.8
SMILES: Cc1ccc(O)cc1.CC
DFT total energy (Eh): -426.5378

---

Molecular formula: C9H14O
Method: DFT, ωB97M-V with the def2-TZVPD basis set

Structure (XYZ):
```
24
Properties=species:S:1:pos:R:3
C 0.72 -2.75 0.90
C 0.55 -3.32 -0.52
H 1.45 -1.96 0.85
H -0.23 -2.26 1.16
H 1.02 -3.47 1.66
H -0.21 -2.73 -1.03
H 0.21 -4.35 -0.67
H 1.47 -3.16 -1.10
C -2.89 0.69 -0.88
C 0.77 0.03 -0.59
C -0.50 0.01 -1.04
C 1.10 1.00 0.39
C -1.46 0.95 -0.51
C 0.19 1.92 0.93
C -1.11 1.88 0.50
O 2.41 1.17 0.68
H 1.60 -0.54 -0.98
H -0.83 -0.71 -1.78
H 2.57 0.81 1.56
H 0.57 2.68 1.60
H -3.46 0.47 0.03
H -2.98 -0.11 -1.61
H -1.95 2.46 0.87
H -3.35 1.62 -1.22
```

HOMO-LUMO gap (alpha / beta) (eV): 10.423 / 7.030
2S+1: 2
Energy above the lowest of the compared OMol25 structures with the same formula, charge and spin (kcal per mole): 21.2
Lowest unoccupied orbital energy (alpha / beta) (eV): -4.1 / -7.9
Total charge: +1
⟨S²⟩: 0.765
DFT total energy (Eh): -426.2425

---

Molecular formula: C9H14O
Method: DFT, ωB97M-V with the def2-TZVPD basis set

Structure (XYZ):
```
24
Properties=species:S:1:pos:R:3
C 2.31 -2.98 0.57
C 0.09 0.06 0.11
C 1.10 1.02 -0.14
C 0.52 -1.21 0.31
C 1.89 -1.58 0.28
C 2.50 0.71 -0.17
C 2.87 -0.58 0.02
O 0.70 2.26 -0.13
H -0.97 0.28 0.13
H -0.11 -1.92 0.84
H 3.17 1.49 -0.50
H 1.37 2.94 -0.31
H 1.49 -3.66 0.33
H 2.51 -3.08 1.64
H 3.92 -0.84 -0.01
H 3.19 -3.24 0.00
C -3.77 0.71 -0.21
C -2.84 1.89 -0.53
H -4.74 0.85 -0.70
H -3.38 -0.26 -0.51
H -4.03 0.70 0.85
H -2.04 1.88 0.21
H -3.36 2.83 -0.57
H -2.42 1.74 -1.52
```

HOMO-LUMO gap (alpha / beta) (eV): 10.164 / 7.235
2S+1: 2
Energy above the lowest of the compared OMol25 structures with the same formula, charge and spin (kcal per mole): 7.9
Lowest unoccupied orbital energy (alpha / beta) (eV): -3.8 / -7.4
Total charge: +1
⟨S²⟩: 0.768
DFT total energy (Eh): -426.2636

---

Molecular formula: C9H14O
Method: DFT, ωB97M-V with the def2-TZVPD basis set

Structure (XYZ):
```
24
Properties=species:S:1:pos:R:3
C 0.74 1.51 2.02
C 0.94 2.43 3.23
O -0.61 1.50 1.55
H 1.32 1.78 1.13
H 0.98 0.49 2.32
H 1.98 2.43 3.54
H -1.27 1.16 2.14
H 0.35 1.94 4.01
H 0.58 3.43 3.04
C -2.31 -0.74 -0.64
C 1.36 -0.33 -1.59
C 0.09 -0.06 -1.08
C 1.51 -1.53 -2.29
C -0.93 -1.04 -1.09
C 0.47 -2.51 -2.38
C -0.74 -2.23 -1.83
H 2.16 0.39 -1.57
H -0.11 0.99 -0.90
H 2.43 -1.70 -2.83
H 0.55 -3.34 -3.07
H -2.99 -1.57 -0.77
H -2.61 0.12 -1.28
H -1.57 -2.90 -1.98
H -2.32 -0.21 0.32
```

HOMO-LUMO gap (alpha / beta) (eV): 9.314 / 5.462
2S+1: 2
Energy above the lowest of the compared OMol25 structures with the same formula, charge and spin (kcal per mole): 26.6
Lowest unoccupied orbital energy (alpha / beta) (eV): -4.2 / -8.0
Total charge: +1
⟨S²⟩: 0.768
DFT total energy (Eh): -426.2338

---

> What is the energy above the lowest of the compared OMol25 structures with the same formula, charge and spin in the eighth record?

26.6 kcal per mole

---

What did the first record say?
Molecular formula: C9H14O
Method: DFT, ωB97M-V with the def2-TZVPD basis set

Structure (XYZ):
```
24
Properties=species:S:1:pos:R:3
C -1.15 -0.94 1.04
C -0.93 0.33 0.23
C -0.87 1.61 0.78
C -0.26 2.61 0.04
C 0.28 2.36 -1.21
O 1.25 3.23 -1.65
C 0.05 1.14 -1.87
C -0.56 0.16 -1.10
H -0.61 -1.76 0.58
H -2.25 -1.06 1.11
H -1.07 -0.88 2.13
H -1.13 1.77 1.82
H -0.06 3.59 0.44
H 1.77 2.82 -2.32
H 0.21 0.95 -2.91
H -0.90 -0.75 -1.58
C 0.96 -4.37 0.74
C 0.70 -3.83 2.15
H 2.01 -4.33 0.47
H 0.45 -5.29 0.48
H 0.56 -3.65 0.01
H 0.27 -2.84 2.22
H 1.56 -3.91 2.81
H -0.09 -4.47 2.55
```

HOMO-LUMO gap (eV): 9.112
2S+1: 1
Energy above the lowest of the compared OMol25 structures with the same formula, charge and spin (kcal per mole): 28.2
Lowest unoccupied orbital energy (eV): 0.9
SMILES: Cc1ccc(O)cc1.CC
DFT total energy (Eh): -426.5279